C3H4ClFO | ωB97M-V/def2-TZVPD

Geometry (Å):
C  0.09278  1.33210  0.53542
C  -0.20341  -0.21924  0.39784
C  0.94111  -0.90530  -0.29038
H  0.60935  1.82909  1.98808
H  -1.10590  2.00259  0.35340
H  -0.12787  -0.60296  1.53700
H  0.97038  -0.98338  -1.63777
O  1.96664  -1.46384  0.23643
F  1.13803  1.65009  -0.58322
Cl  -1.84142  -0.39005  -0.16120

## Properties
Highest occupied orbital energy, eV: -10.379
Total energy, eV: -20457.631
LUMO energy, eV: -0.10
Energy above the lowest of the compared OMol25 structures with the same formula, charge and spin, kcal/mol: 117.28
Max |F|, eV/Å: 7.01

=====

C18H26FN5S | ωB97M-V/def2-TZVPD

Geometry (Å):
C  -1.48003  -1.27331  -2.28249
C  -0.63409  -0.24195  -1.54307
N  -0.33159  -0.67036  -0.20450
C  -1.05182  -0.50478  0.94982
C  -2.36630  0.18121  1.03215
N  -3.38648  -0.69157  0.48064
C  -4.70602  -0.30099  0.35607
C  -5.10371  1.03712  0.37226
C  -6.42516  1.38225  0.15791
C  -7.35623  0.38847  -0.07059
F  -8.65088  0.72723  -0.27830
C  -6.99555  -0.94713  -0.08609
C  -5.67605  -1.28377  0.12849
N  -0.43463  -1.07363  1.94556
N  0.69492  -1.63245  1.48503
C  0.75473  -1.39329  0.20080
S  2.00082  -1.88006  -0.89780
C  3.28864  -2.38598  0.27957
C  3.67631  -1.23130  1.19985
N  3.75303  0.01294  0.46511
C  5.00714  0.18470  -0.24231
C  4.90168  1.35899  -1.21022
C  4.54867  2.63178  -0.44924
C  3.27150  2.39371  0.34861
C  3.44411  1.18345  1.26196
H  -1.66121  -0.93665  -3.29901
H  -0.95758  -2.22624  -2.31828
H  -2.43549  -1.40622  -1.78015
H  -1.16495  0.71227  -1.48968
H  0.31812  -0.09536  -2.06139
H  -2.33770  1.10501  0.44587
H  -2.55322  0.43195  2.08579
H  -3.27293  -1.65478  0.76796
H  -4.38679  1.81999  0.55908
H  -6.73582  2.41497  0.17221
H  -7.74328  -1.70446  -0.25990
H  -5.38119  -2.32317  0.12199
H  4.11385  -2.71236  -0.35241
H  2.90752  -3.22824  0.85416
H  4.62332  -1.48849  1.70547
H  2.89722  -1.13885  1.95915
H  5.22181  -0.72883  -0.80091
H  5.84198  0.35917  0.46329
H  4.11824  1.14093  -1.93791
H  5.84593  1.47865  -1.74423
H  4.41534  3.46485  -1.14185
H  5.36268  2.88735  0.23375
H  3.02185  3.27083  0.94812
H  2.44646  2.19875  -0.33919
H  2.51464  0.99524  1.80612
H  4.23819  1.39247  2.00272

## Properties
Highest occupied orbital energy, eV: -8.058
Total energy, eV: -40091.208
LUMO energy, eV: 0.62
Energy above the lowest of the compared OMol25 structures with the same formula, charge and spin, kcal/mol: 0.73
SMILES: CCn1c(CNc2ccc(F)cc2)nnc1SCCN1CCCCC1
Max |F|, eV/Å: 1.26

=====

C4H8N2O2 | ωB97M-V/def2-TZVPD

Geometry (Å):
C  0.75515  -2.02425  -1.06101
C  -1.08986  0.05883  0.97031
C  -0.00297  1.09636  0.75295
C  1.64468  0.07487  -0.52845
N  1.19133  0.06752  -2.71980
N  0.93240  0.59488  -1.52766
O  0.88918  -1.93568  -2.25633
O  1.31734  0.52093  0.69017
H  0.62271  -2.81407  -0.45414
H  -2.10302  0.47115  0.97111
H  -0.99759  -0.62986  0.05339
H  -1.19725  -0.44689  1.88973
H  -0.18235  1.70174  1.63435
H  -0.24521  1.87219  -0.08596
H  2.52842  -0.46347  -0.54042
H  0.41370  0.29736  -3.43787

## Properties
Highest occupied orbital energy, eV: -8.010
Total energy, eV: -11346.557
LUMO energy, eV: 0.28
Energy above the lowest of the compared OMol25 structures with the same formula, charge and spin, kcal/mol: 174.24
Max |F|, eV/Å: 7.55

=====

C10H35MnO10 | ωB97M-V/def2-TZVPD

Geometry (Å):
Mn  -2.64451  1.85692  -0.64100
C  0.40831  -0.49578  0.74954
C  -0.89040  0.28736  0.38005
O  -1.21418  1.35537  0.91976
O  -1.57652  -0.04387  -0.56465
H  0.90739  -0.04335  1.60647
H  1.14139  -0.53780  -0.05602
H  0.12526  -1.51289  1.02060
C  0.12021  3.34439  -1.09832
O  -1.16997  3.07722  -1.72574
H  0.68480  3.97495  -1.78514
H  0.02519  3.80600  -0.11547
H  0.72183  2.44138  -0.99474
H  -1.33349  3.80449  -2.33067
C  -1.13694  1.47167  4.28197
O  -1.31152  0.18401  3.91304
H  -2.06737  2.03940  4.29103
H  -0.81222  1.44285  5.32208
H  -0.48333  2.02847  3.61051
H  -0.76401  -0.03077  3.15429
C  4.15108  0.36476  -0.40361
O  5.37897  0.78447  0.10200
H  4.09001  -0.68674  -0.68415
H  3.34954  0.71858  0.24482
H  3.89146  0.86808  -1.33494
H  5.78449  0.05183  0.57146
C  -2.75664  4.23962  1.52633
O  -3.11443  3.76803  0.23704
H  -2.78280  3.34877  2.15388
H  -1.69432  4.48081  1.56351
H  -3.36341  5.11912  1.74177
H  -3.45520  4.52607  -0.24343
C  1.29777  -5.10971  -0.37317
O  0.82385  -5.60224  -1.59824
H  1.07416  -5.79753  0.44231
H  2.38033  -5.15179  -0.49320
H  0.83652  -4.13880  -0.19243
H  -0.07507  -5.26879  -1.54970
C  -0.50200  0.37494  -4.09614
O  0.53453  0.65476  -3.22819
H  -0.30320  0.53395  -5.15600
H  -0.74389  -0.67411  -3.92563
H  -1.43516  0.88202  -3.85082
H  0.16225  0.62832  -2.34371
C  -3.49188  -1.73591  -2.63130
O  -2.64847  -2.19328  -1.72623
H  -4.45490  -1.54274  -2.15869
H  -3.19687  -0.86317  -3.21387
H  -3.67034  -2.44518  -3.43950
H  -2.19410  -1.45087  -1.32130
C  2.82506  -3.22437  2.46904
O  2.43797  -1.96929  3.00155
H  2.10876  -4.02991  2.63071
H  3.03997  -3.06997  1.41166
H  3.81541  -3.48477  2.84253
H  3.17075  -1.35514  3.08784

## Properties
Net charge: +1
Highest occupied orbital energy (alpha / beta), eV: -11.908 / -11.908
Expectation value of S²: 8.75
2S+1: 6
Total energy, eV: -62722.736
LUMO energy (alpha / beta), eV: -4.77 / -5.10
Energy above the lowest of the compared OMol25 structures with the same formula, charge and spin, kcal/mol: 31.52
Max |F|, eV/Å: 5.15